Entry 1:
Entry from the Open Molecules 2025 dataset: C7H26N4OPV as an isolated structure (wB97M-V/def2-TZVPD).

Positions of all 40 atoms, in Å:
H1 1.28174 -1.92561 -0.16430
H2 -0.05064 -1.62900 -4.50357
H3 -0.09608 3.02966 -1.19818
H4 -0.95999 -3.63289 -1.05442
C1 2.02357 -1.10273 -0.17945
C2 2.50095 1.04014 1.02400
H5 -0.07737 3.60093 2.12705
C3 -0.70828 -0.92420 2.42991
P1 -0.02369 0.51870 0.21712
H6 2.31504 1.97787 0.46285
H7 0.89054 -0.10224 -4.22406
N1 -1.09642 -0.48620 1.08224
V1 0.59121 -1.74194 -2.12725
H8 -1.73160 3.00828 -0.47108
H9 2.94129 -1.44784 0.30270
H10 -0.92351 -0.12061 -4.06023
H11 2.29740 -0.76117 -1.21149
H12 -1.25217 -1.84897 2.65275
C4 -0.24360 2.51843 2.09789
H13 0.36471 -1.13378 2.47338
O1 -0.30187 0.38742 -1.24599
H14 0.52948 2.04916 2.71560
H15 1.53774 -3.31940 -2.34357
H16 3.47945 0.63161 0.74486
H17 -1.28183 -2.18559 -0.33229
H18 -1.22411 2.31276 2.55193
C5 -2.51132 -0.07168 1.01924
C6 -0.65531 3.11067 -0.25847
N2 1.50470 0.00414 0.68815
H19 -1.95630 -2.56972 -1.75753
H20 1.66082 -3.19067 -1.56568
N3 -0.18403 2.09706 0.69466
H21 -3.11953 -0.89652 1.40698
C7 0.01201 -0.69607 -3.87297
H22 -2.71306 0.82461 1.62641
H23 -0.47044 4.09732 0.18654
N4 -1.08429 -2.63738 -1.23065
H24 -0.95797 -0.18692 3.20724
H25 2.50899 1.27882 2.10506
H26 -2.81622 0.12354 -0.01539

Forces on the atoms, in the same order (eV/Å):
H 0.27 0.15 0.22
H 0.12 0.72 -0.01
H -0.26 0.06 0.21
H -0.12 0.04 0.11
C -0.21 1.34 1.18
C 0.23 0.23 -0.08
H 0.01 -0.28 0.10
C -0.09 -0.24 0.19
P -0.95 0.58 0.40
H 0.27 -0.53 0.29
H -0.55 -0.37 -0.03
N 0.78 0.47 -0.01
V -1.25 2.20 -0.06
H 0.32 0.11 0.04
H -0.14 -0.28 -0.36
H 0.72 -0.31 0.70
H -0.18 -0.08 0.34
H 0.07 0.14 0.08
C -0.16 -0.15 0.08
H -0.29 0.07 -0.02
O 0.35 -0.63 0.24
H -0.14 -0.03 -0.17
H -0.12 -0.73 0.12
H -0.12 0.33 0.18
H 0.11 0.14 0.04
H 0.19 0.09 -0.04
C 0.00 -0.12 -0.13
C -0.04 -0.05 -0.36
N -0.10 -0.46 -0.92
H 0.21 0.15 -0.19
H 0.53 0.03 -1.10
N 0.10 -0.19 0.14
H 0.03 0.18 -0.05
C 0.75 -1.17 -0.49
H 0.06 -0.22 -0.12
H -0.05 -0.28 -0.24
N -0.50 -0.55 0.27
H 0.03 -0.11 -0.17
H -0.03 -0.26 -0.57
H 0.16 0.00 0.19

Results
* Kohn-Sham gap (alpha / beta): 7.52 / 7.22 eV
* net charge: +1
* HOMO energy (alpha / beta): -10.81 / -10.35 eV
* LUMO (alpha / beta): -3.29 / -3.13 eV
* <S²>: 0.7911
* spin multiplicity: 2

Here are the natural (NBO) charges for atoms 1 to 2, given in e: atom 1 (H): 0.195, atom 2 (H): 0.192

Entry 2:
Entry from the Open Molecules 2025 dataset: C7H28CaN15O10 as an isolated structure (wB97M-V/def2-TZVPD).

Positions of all 61 atoms, in Å:
Ca1 0.06808 0.60420 0.02070
O1 2.22208 -1.34864 -3.12068
H1 -5.97400 -0.79727 1.82457
H2 -5.96314 3.95412 2.12483
N1 3.16910 -3.05197 -4.18151
O2 -3.45884 -1.64055 1.12356
C1 -4.42491 -2.24263 1.61846
H3 -5.30396 -3.97959 2.07421
H4 3.21470 0.85748 4.45644
N2 2.65685 0.28077 5.06989
H5 1.93534 -6.54004 1.30669
O3 -3.37958 -1.18537 -4.78181
H6 0.20828 3.27216 -4.87820
O4 -2.67283 0.10482 -3.25328
N3 1.61784 -1.91347 -5.17077
H7 1.82381 -4.23958 3.47231
C2 -4.35335 3.47422 1.14475
N4 2.21706 -4.85179 2.77184
H8 -0.33474 4.87271 -5.32915
H9 3.52453 -3.19460 -3.24694
H10 6.93720 1.13530 0.58237
H11 3.02299 -3.67582 -4.96225
N5 6.05027 0.65242 0.56577
C3 1.37367 0.11219 4.97098
H12 -5.09846 3.01645 -0.69027
N6 -4.95922 3.88970 2.21488
N7 1.00301 -0.67392 5.94323
O5 1.38689 -3.46663 1.15105
H13 1.61629 -5.57870 -0.16049
N8 -5.33138 3.31405 0.24636
H14 5.34495 3.19068 -0.90112
C4 2.35351 -2.05505 -4.05508
O6 4.14387 1.67080 0.69171
C5 5.22645 1.58569 0.25451
N9 -3.62151 -0.31688 -3.92521
O7 0.64567 0.50492 4.08549
N10 5.85448 2.48907 -0.38322
C6 1.82665 -4.57096 1.56965
H15 5.59469 -0.00950 1.17766
O8 -4.75689 0.09338 -3.69161
H16 0.84229 -1.27498 -5.27546
C7 0.21736 4.60150 -3.44140
O9 0.72055 3.87955 -2.60486
H17 2.86383 0.21991 6.05657
N11 -4.52409 -3.52564 1.62052
H18 -3.88276 -3.99882 1.00013
H19 2.47554 -5.80065 3.00194
N12 -5.54907 -1.69063 2.02817
N13 -0.18297 5.80080 -3.20933
H20 -0.52574 6.33992 -3.99161
O10 -3.19968 3.18262 0.94818
H21 -0.13203 6.20990 -2.28730
H22 -4.48164 4.25243 3.02756
N14 1.83760 -5.65955 0.82164
H23 1.64223 -0.89971 6.69191
N15 0.11695 4.25603 -4.66902
H24 -6.25503 3.65751 0.46776
H25 6.83525 2.44881 -0.62105
H26 -6.10474 -2.33178 2.57613
H27 1.87309 -2.57930 -5.88604
H28 0.00780 -0.83039 6.01518

Forces on the atoms, in the same order (eV/Å):
Ca -0.44 -0.12 -0.37
O -0.06 2.52 4.32
H 0.91 -0.08 0.00
H 0.53 0.35 0.96
N 2.55 -1.88 1.15
O -0.25 -0.07 0.42
C 1.91 3.70 -2.50
H 0.39 -0.29 -0.65
H -0.36 0.09 0.26
N 4.14 1.25 0.44
H -0.09 -0.01 -0.91
O -0.42 0.05 -0.33
H -0.01 0.31 -0.20
O 1.87 1.08 1.39
N -0.61 0.00 -1.64
H 0.46 -0.27 0.28
C -0.55 -1.05 -1.96
N 0.83 0.64 4.06
H 0.07 -0.58 -0.08
H 0.79 -1.38 -0.55
H 0.73 -2.05 1.09
H 0.64 -0.48 0.94
N 2.15 -3.82 0.85
C -1.06 0.12 -1.95
H -0.26 -0.01 0.14
N -0.66 1.65 4.47
N -2.80 -1.98 2.53
O 1.01 -1.14 0.92
H 0.00 -0.33 0.31
N -0.83 -0.68 -2.84
H 0.02 0.04 0.39
C -2.90 0.95 -3.59
O -6.59 0.13 1.08
C 0.59 -0.06 0.64
N -0.24 -1.14 -0.37
O -1.01 0.54 -1.55
N 1.82 6.01 -4.40
C -2.34 2.46 -3.09
H 1.33 -0.15 0.52
O -0.67 0.18 -0.21
H 0.25 -0.24 0.09
C 1.34 -1.25 2.08
O 0.57 -1.62 2.08
H 1.48 0.43 -0.56
N 0.86 -4.65 0.21
H -0.16 -0.36 0.55
H -0.10 0.47 0.32
N -2.81 1.30 2.15
N -1.54 4.50 1.07
H -0.03 0.26 0.65
O 1.98 -0.08 0.18
H 0.03 -0.14 -0.37
H -0.19 -0.21 -0.21
N 0.15 -1.51 -1.96
H -0.70 -0.27 -0.10
N -0.51 -1.84 -4.91
H 0.31 -0.24 -0.84
H -0.41 -0.23 -0.19
H -0.49 0.64 -0.25
H -0.91 0.69 -0.40
H 0.27 -0.15 0.44

Results
* Kohn-Sham gap: 3.02 eV
* net charge: +1
* HOMO energy: -8.36 eV
* LUMO: -5.33 eV

Here are the natural (NBO) charges for atoms 1 to 2, given in e: atom 1 (Ca): 1.967, atom 2 (O): -0.710

What did we get for total energy? Answer: -50657.1125 -68969.1500 eV, in the order shown.
What did we get for relative energy (zero: lowest compared OMol25 entry of this formula, charge and spin)? Answer: 0.00 0.00 kJ/mol, in the order shown.